No. 1
102
Properties=species:S:1:pos:R:3 method="wB97M-V/def2-TZVPD" gap_ev="2.447 / 8.926" energy_ha=-1848.65254 charge=+2 spin_multiplicity=2
O 16.45 26.14 -6.36
H 15.80 25.67 -5.80
C 15.07 22.82 -7.16
O 14.56 22.15 -8.24
C 15.54 21.51 -9.07
C 14.77 20.70 -10.18
N 13.59 21.48 -10.90
H 12.95 20.85 -11.35
H 12.96 21.94 -10.25
C 13.95 22.63 -11.76
C 12.88 22.93 -12.84
O 12.45 21.82 -13.55
C 13.34 21.40 -14.60
H 14.22 23.28 -6.65
H 15.70 23.67 -7.43
H 15.46 22.17 -6.37
H 16.19 20.88 -8.46
H 16.17 22.32 -9.45
H 14.22 19.91 -9.68
H 15.43 20.31 -10.96
H 14.92 22.45 -12.24
H 14.20 23.51 -11.17
H 13.12 23.78 -13.48
H 12.12 23.40 -12.22
H 13.03 20.47 -15.06
H 14.41 21.45 -14.45
H 13.18 22.08 -15.44
C 20.11 21.96 -6.95
O 19.65 23.34 -7.05
C 20.49 24.17 -7.77
C 19.81 25.58 -7.85
N 18.39 25.47 -8.45
H 18.09 24.59 -8.06
H 17.85 26.21 -8.03
C 18.28 25.48 -9.94
C 18.86 26.82 -10.68
O 18.19 27.95 -10.13
C 18.32 29.07 -11.04
H 21.08 21.89 -6.45
H 20.34 21.56 -7.93
H 19.37 21.32 -6.46
H 20.74 23.77 -8.75
H 21.41 24.20 -7.18
H 20.31 26.26 -8.55
H 19.61 25.97 -6.86
H 17.24 25.38 -10.23
H 18.89 24.68 -10.34
H 18.59 26.77 -11.73
H 19.94 26.86 -10.52
H 17.71 29.09 -11.94
H 19.36 29.30 -11.24
H 17.85 29.95 -10.59
C 17.10 21.31 -4.03
O 17.42 22.60 -3.51
C 18.48 23.26 -4.20
C 18.90 24.66 -3.58
N 17.83 25.69 -4.01
H 18.17 26.60 -3.74
H 17.87 25.67 -5.02
C 16.44 25.58 -3.34
C 16.49 25.93 -1.80
O 17.10 27.11 -1.39
C 17.82 27.14 -0.19
H 16.05 21.08 -4.20
H 17.53 20.41 -3.60
H 17.53 21.16 -5.03
H 18.34 23.37 -5.27
H 19.40 22.69 -4.09
H 19.72 25.05 -4.18
H 18.89 24.70 -2.49
H 16.04 24.59 -3.58
H 15.89 26.28 -3.97
H 17.07 25.09 -1.41
H 15.49 25.97 -1.37
H 17.49 28.11 0.19
H 18.91 27.15 -0.31
H 17.73 26.32 0.51
C 14.04 26.11 -8.99
O 13.99 27.40 -8.37
C 14.84 28.40 -8.99
C 15.61 29.31 -8.04
N 15.67 28.67 -6.64
H 14.79 28.35 -6.24
H 16.11 27.77 -6.80
C 16.61 29.30 -5.65
C 15.87 30.03 -4.45
O 15.13 29.06 -3.76
C 14.35 29.65 -2.73
H 14.29 26.17 -10.05
H 13.14 25.49 -9.01
H 14.84 25.50 -8.55
H 14.22 28.81 -9.78
H 15.59 27.96 -9.64
H 15.21 30.32 -7.90
H 16.66 29.33 -8.31
H 17.15 30.01 -6.28
H 17.44 28.64 -5.40
H 15.34 30.93 -4.74
H 16.74 30.34 -3.86
H 14.13 28.92 -1.94
H 13.38 30.00 -3.09
H 14.73 30.51 -2.17

---

No. 2
117
Properties=species:S:1:pos:R:3 method="wB97M-V/def2-TZVPD" gap_ev="7.249 / 4.763" energy_ha=-4497.65801 charge=+3 spin_multiplicity=5
V -1.71 0.04 2.86
Hf -1.76 1.07 -2.80
Na 1.60 2.96 -0.39
S -0.37 -0.12 -0.38
O 0.87 -0.87 -0.31
O -0.21 1.10 -1.19
O -1.44 -0.64 -1.24
O -0.93 0.16 0.95
S -1.08 3.97 -2.41
O -1.84 3.02 -1.59
O -1.88 5.08 -2.87
O 0.23 4.32 -1.88
O -0.85 3.05 -3.52
C 0.81 -0.73 -5.99
C 1.12 0.19 -4.72
O 0.07 0.03 -3.85
H 0.78 -1.81 -5.86
H 1.67 -0.54 -6.63
H -0.07 -0.43 -6.55
H 1.06 1.21 -5.08
H 2.09 -0.14 -4.34
C -1.18 4.76 1.43
O -0.71 3.50 0.80
H -0.53 5.15 2.21
H -1.33 5.49 0.64
H -2.17 4.56 1.86
H -1.27 3.32 0.04
C 1.05 -3.73 -2.29
O 0.30 -3.45 -1.12
H 1.05 -2.91 -3.02
H 2.06 -4.07 -2.07
H 0.55 -4.54 -2.82
H 0.32 -2.52 -0.86
C 3.10 -2.55 1.31
O 1.75 -2.36 1.51
H 3.73 -1.87 0.73
H 3.63 -2.63 2.26
H 3.22 -3.57 0.94
H 1.44 -1.87 0.75
C -0.90 2.88 4.13
O -0.62 1.92 3.08
H -1.37 2.40 4.99
H 0.04 3.41 4.29
H -1.60 3.65 3.80
H -0.54 2.41 2.26
C 4.24 -1.35 4.90
O 2.96 -0.92 4.46
C 1.87 -1.06 5.40
C 0.62 -0.45 4.88
N 0.02 -1.07 3.63
C -0.48 -2.43 3.90
C -1.29 -2.91 2.69
O -2.35 -1.98 2.35
C -3.42 -2.34 1.46
H 5.00 -1.20 4.14
H 4.16 -2.38 5.26
H 4.56 -0.77 5.77
H 2.13 -0.54 6.32
H 1.78 -2.13 5.64
H 0.92 0.55 4.58
H -0.20 -0.33 5.59
H 0.79 -1.29 3.02
H -1.13 -2.41 4.77
H 0.33 -3.15 4.01
H -1.73 -3.90 2.88
H -0.66 -2.98 1.81
H -3.78 -3.32 1.78
H -3.08 -2.36 0.43
H -4.29 -1.69 1.52
C 2.98 3.36 -3.25
O 3.35 2.87 -2.02
C 3.63 1.50 -1.78
C 3.97 1.32 -0.25
N 2.74 1.01 0.53
C 2.98 0.90 1.94
C 3.31 2.29 2.47
O 2.30 3.25 2.07
C 2.55 4.57 2.49
H 2.16 2.86 -3.76
H 3.80 3.37 -3.97
H 2.68 4.38 -3.01
H 4.53 1.32 -2.36
H 2.78 0.87 -2.03
H 4.42 2.18 0.24
H 4.66 0.47 -0.25
H 2.50 0.09 0.20
H 3.69 0.14 2.28
H 2.08 0.47 2.38
H 4.35 2.59 2.33
H 3.17 2.19 3.55
H 1.70 5.24 2.32
H 3.45 5.06 2.12
H 2.69 4.67 3.56
C -4.24 1.84 -0.45
O -3.68 0.81 -1.31
C -4.67 -0.19 -1.58
C -4.10 -1.38 -2.36
N -3.20 -0.94 -3.45
C -2.41 -2.13 -3.87
C -3.23 -3.41 -4.30
O -3.59 -4.13 -3.15
C -4.07 -5.45 -3.42
H -3.52 2.07 0.34
H -5.18 1.52 0.00
H -4.46 2.72 -1.06
H -5.48 0.20 -2.20
H -5.10 -0.62 -0.67
H -4.94 -1.97 -2.71
H -3.60 -1.95 -1.58
H -3.83 -0.98 -4.24
H -1.74 -2.39 -3.05
H -1.71 -1.85 -4.67
H -2.54 -4.09 -4.81
H -4.02 -3.14 -5.00
H -3.16 -5.98 -3.71
H -4.74 -5.42 -4.27
H -4.42 -6.00 -2.54

---

What did the second record say?
117
Properties=species:S:1:pos:R:3 method="wB97M-V/def2-TZVPD" gap_ev="7.249 / 4.763" energy_ha=-4497.65801 charge=+3 spin_multiplicity=5
V -1.71 0.04 2.86
Hf -1.76 1.07 -2.80
Na 1.60 2.96 -0.39
S -0.37 -0.12 -0.38
O 0.87 -0.87 -0.31
O -0.21 1.10 -1.19
O -1.44 -0.64 -1.24
O -0.93 0.16 0.95
S -1.08 3.97 -2.41
O -1.84 3.02 -1.59
O -1.88 5.08 -2.87
O 0.23 4.32 -1.88
O -0.85 3.05 -3.52
C 0.81 -0.73 -5.99
C 1.12 0.19 -4.72
O 0.07 0.03 -3.85
H 0.78 -1.81 -5.86
H 1.67 -0.54 -6.63
H -0.07 -0.43 -6.55
H 1.06 1.21 -5.08
H 2.09 -0.14 -4.34
C -1.18 4.76 1.43
O -0.71 3.50 0.80
H -0.53 5.15 2.21
H -1.33 5.49 0.64
H -2.17 4.56 1.86
H -1.27 3.32 0.04
C 1.05 -3.73 -2.29
O 0.30 -3.45 -1.12
H 1.05 -2.91 -3.02
H 2.06 -4.07 -2.07
H 0.55 -4.54 -2.82
H 0.32 -2.52 -0.86
C 3.10 -2.55 1.31
O 1.75 -2.36 1.51
H 3.73 -1.87 0.73
H 3.63 -2.63 2.26
H 3.22 -3.57 0.94
H 1.44 -1.87 0.75
C -0.90 2.88 4.13
O -0.62 1.92 3.08
H -1.37 2.40 4.99
H 0.04 3.41 4.29
H -1.60 3.65 3.80
H -0.54 2.41 2.26
C 4.24 -1.35 4.90
O 2.96 -0.92 4.46
C 1.87 -1.06 5.40
C 0.62 -0.45 4.88
N 0.02 -1.07 3.63
C -0.48 -2.43 3.90
C -1.29 -2.91 2.69
O -2.35 -1.98 2.35
C -3.42 -2.34 1.46
H 5.00 -1.20 4.14
H 4.16 -2.38 5.26
H 4.56 -0.77 5.77
H 2.13 -0.54 6.32
H 1.78 -2.13 5.64
H 0.92 0.55 4.58
H -0.20 -0.33 5.59
H 0.79 -1.29 3.02
H -1.13 -2.41 4.77
H 0.33 -3.15 4.01
H -1.73 -3.90 2.88
H -0.66 -2.98 1.81
H -3.78 -3.32 1.78
H -3.08 -2.36 0.43
H -4.29 -1.69 1.52
C 2.98 3.36 -3.25
O 3.35 2.87 -2.02
C 3.63 1.50 -1.78
C 3.97 1.32 -0.25
N 2.74 1.01 0.53
C 2.98 0.90 1.94
C 3.31 2.29 2.47
O 2.30 3.25 2.07
C 2.55 4.57 2.49
H 2.16 2.86 -3.76
H 3.80 3.37 -3.97
H 2.68 4.38 -3.01
H 4.53 1.32 -2.36
H 2.78 0.87 -2.03
H 4.42 2.18 0.24
H 4.66 0.47 -0.25
H 2.50 0.09 0.20
H 3.69 0.14 2.28
H 2.08 0.47 2.38
H 4.35 2.59 2.33
H 3.17 2.19 3.55
H 1.70 5.24 2.32
H 3.45 5.06 2.12
H 2.69 4.67 3.56
C -4.24 1.84 -0.45
O -3.68 0.81 -1.31
C -4.67 -0.19 -1.58
C -4.10 -1.38 -2.36
N -3.20 -0.94 -3.45
C -2.41 -2.13 -3.87
C -3.23 -3.41 -4.30
O -3.59 -4.13 -3.15
C -4.07 -5.45 -3.42
H -3.52 2.07 0.34
H -5.18 1.52 0.00
H -4.46 2.72 -1.06
H -5.48 0.20 -2.20
H -5.10 -0.62 -0.67
H -4.94 -1.97 -2.71
H -3.60 -1.95 -1.58
H -3.83 -0.98 -4.24
H -1.74 -2.39 -3.05
H -1.71 -1.85 -4.67
H -2.54 -4.09 -4.81
H -4.02 -3.14 -5.00
H -3.16 -5.98 -3.71
H -4.74 -5.42 -4.27
H -4.42 -6.00 -2.54